Molecular formula: C39H107Cl10N17O14P4
Method: DFT, ωB97M-V/def2-TZVPD

ORCA input file:
```
! wB97M-V def2-TZVPD RIJCOSX def2/J DEFGRID3
* xyz 0 1
O 4.82699 -21.68014 -9.03571
P 5.38316 -22.99916 -9.29589
N 6.97908 -23.06661 -9.41421
C 7.72928 -21.83883 -9.63517
C 7.68196 -24.28298 -9.47894
N 4.69701 -23.65750 -10.63495
C 4.50225 -22.82734 -11.82612
C 4.86538 -25.05667 -10.93108
N 5.07309 -24.14609 -8.17448
C 5.84994 -24.15530 -7.02384
C 3.67933 -24.54342 -8.00798
H 7.47260 -21.05219 -8.92398
H 7.58803 -21.46197 -10.65535
H 8.79064 -22.03570 -9.47175
H 7.87202 -24.57461 -10.52420
H 7.10176 -25.05578 -8.99030
H 8.66751 -24.16635 -9.03411
H 3.50560 -22.97726 -12.24299
H 4.69604 -21.78742 -11.56208
H 5.23221 -23.09425 -12.61333
H 5.84577 -25.25435 -11.39224
H 4.79815 -25.64712 -10.02273
H 4.09979 -25.43664 -11.61347
H 6.91435 -24.24035 -7.26154
H 5.70879 -23.29619 -6.35312
H 5.62716 -25.06665 -6.45260
H 3.41507 -25.40545 -8.63672
H 2.97210 -23.71809 -8.13023
H 3.51395 -24.90604 -6.98400
O 9.46123 -29.91639 -7.30478
P 8.56373 -29.11461 -8.11315
N 9.12184 -28.88436 -9.64494
C 8.45094 -27.95228 -10.54747
C 10.47158 -29.32695 -10.00448
N 8.29650 -27.57188 -7.56208
C 7.59428 -27.47035 -6.29109
C 9.41149 -26.61996 -7.69313
N 7.04198 -29.67667 -8.16603
C 5.96952 -28.93453 -8.72458
C 6.86322 -31.13705 -8.18342
H 7.80170 -28.49610 -11.26294
H 9.18076 -27.42420 -11.16577
H 7.80747 -27.25345 -10.02030
H 10.45173 -30.33932 -10.44425
H 11.10315 -29.45021 -9.12286
H 10.90692 -28.63204 -10.71640
H 7.54849 -26.40315 -6.00901
H 6.54014 -27.76086 -6.39180
H 8.06988 -27.98262 -5.43948
H 9.80253 -26.71185 -8.70229
H 9.08421 -25.61618 -7.46400
H 10.20253 -26.85662 -6.95808
H 5.04336 -29.25794 -8.21808
H 6.03627 -27.88116 -8.44920
H 5.83453 -29.14063 -9.79066
H 6.54664 -31.53609 -7.21917
H 7.77971 -31.64762 -8.50363
H 6.13810 -31.41996 -8.95908
O 8.07993 -25.25453 -1.63493
P 6.66952 -24.91211 -1.33471
N 6.37452 -23.31908 -1.18658
C 7.01190 -22.47725 -2.22129
C 6.31736 -22.67207 0.12075
N 6.12093 -25.63380 -0.02777
C 4.71650 -25.43584 0.47367
C 6.89898 -26.71943 0.55485
N 5.74857 -25.30599 -2.60242
C 6.10969 -26.52315 -3.37344
C 4.61201 -24.60279 -3.03829
H 8.07504 -22.74914 -2.17538
H 6.89032 -21.42540 -2.00117
H 6.66230 -22.74078 -3.21738
H 5.83542 -23.30383 0.84566
H 5.70511 -21.77944 0.01257
H 7.33996 -22.45882 0.44570
H 4.45775 -24.37781 0.41251
H 4.04883 -26.01256 -0.18714
H 4.67660 -25.73444 1.51054
H 6.83536 -27.61170 -0.07436
H 7.95023 -26.42332 0.62580
H 6.57521 -26.87330 1.57822
H 7.10183 -26.42450 -3.82088
H 6.13933 -27.42363 -2.74113
H 5.36829 -26.69816 -4.15007
H 4.50136 -23.69143 -2.45270
H 3.69039 -25.18176 -2.95629
H 4.74360 -24.30986 -4.08820
O 8.42301 -24.75402 5.67950
P 7.42523 -25.25851 6.62879
N 5.91958 -25.09948 6.04366
C 5.72314 -25.00096 4.64184
C 4.70337 -25.38928 6.77074
N 7.33041 -24.54822 8.09500
C 8.52140 -24.60750 8.93169
C 6.49141 -23.36322 8.29766
N 7.65447 -26.83495 7.01133
C 7.21415 -27.40413 8.27075
C 8.67938 -27.61227 6.33678
H 5.54721 -26.02124 4.25328
H 6.62027 -24.57457 4.21228
H 4.81797 -24.44406 4.39079
H 4.85670 -25.59537 7.82281
H 4.28988 -26.32524 6.34391
H 4.00572 -24.56457 6.60431
H 8.26289 -24.66323 9.98997
H 9.13769 -25.47463 8.68334
H 9.15785 -23.72536 8.74814
H 6.76967 -22.90521 9.24302
H 6.62818 -22.66155 7.48348
H 5.44010 -23.62844 8.37901
H 6.82235 -28.41312 8.12395
H 8.01127 -27.39076 9.02652
H 6.38421 -26.81312 8.64839
H 9.62395 -27.61968 6.90033
H 8.87401 -27.20036 5.34788
H 8.31281 -28.63292 6.20435
C 6.35821 -20.55350 -5.94526
N 7.26848 -19.41329 -5.69087
O 6.87426 -18.32085 -6.04776
O 8.27765 -19.61799 -5.14410
H 6.20609 -20.61631 -7.01311
H 5.47681 -20.38002 -5.34966
H 6.87319 -21.44330 -5.60732
C 10.43700 -27.71629 -1.75360
N 11.34044 -27.59214 -2.88737
O 10.85559 -27.73523 -3.97883
O 12.45039 -27.23777 -2.65937
H 9.79640 -28.57808 -1.85194
H 9.80200 -26.82518 -1.80812
H 11.02498 -27.69757 -0.85062
C 9.58324 -24.59065 -4.43555
N 9.32000 -23.51417 -5.38735
O 8.67751 -22.54596 -5.01725
O 9.68600 -23.67131 -6.47073
H 10.59540 -24.96324 -4.55904
H 8.88203 -25.39375 -4.61293
H 9.49390 -24.22521 -3.42083
C 8.02778 -21.21424 2.99251
N 7.25780 -20.20436 3.72221
O 7.76357 -19.10408 3.86818
O 6.18318 -20.54433 4.15940
H 7.39155 -21.60277 2.20995
H 8.34877 -21.96912 3.70213
H 8.86763 -20.69187 2.55721
C 3.77460 -28.81187 -1.20683
N 3.65666 -30.21913 -0.77797
O 4.64650 -30.71679 -0.23150
O 2.66386 -30.80252 -1.05304
H 2.99104 -28.20112 -0.77054
H 3.68786 -28.75859 -2.29242
H 4.75716 -28.45335 -0.94845
Cl 2.16245 -27.17992 -3.79357
C 2.03206 -27.47146 -5.54036
C 3.36484 -27.83361 -6.12592
Cl 4.00274 -29.35625 -5.41735
H 1.67019 -26.55916 -6.01696
H 1.27446 -28.22827 -5.69098
H 4.09948 -27.05769 -5.96101
H 3.25846 -28.05594 -7.18463
Cl 10.18963 -21.65161 -0.43769
C 10.94967 -22.78648 0.66440
C 10.71739 -24.22192 0.19854
Cl 11.08513 -25.37790 1.50210
H 10.65511 -22.65286 1.70520
H 12.01261 -22.53782 0.67232
H 11.28780 -24.47330 -0.68684
H 9.65782 -24.35148 -0.02942
Cl 2.54947 -26.96784 2.97963
C 0.93724 -26.21540 3.37440
C 1.03018 -25.32433 4.53413
Cl 1.87271 -23.81643 4.25431
H 0.33914 -27.09003 3.58648
H 0.62091 -25.70326 2.47802
H 1.43871 -25.84065 5.39740
H 0.02688 -25.03450 4.84940
Cl 6.73568 -31.30591 4.00995
C 6.67261 -30.87364 2.26866
C 7.29388 -31.96120 1.45925
Cl 9.08519 -31.89766 1.54001
H 7.18915 -29.92565 2.16616
H 5.64320 -30.68100 1.98793
H 7.07941 -31.78058 0.40220
H 6.94155 -32.95342 1.68970
Cl 2.27929 -21.62730 1.17659
C 2.04960 -22.70030 -0.22346
C 1.57079 -24.02565 0.34591
Cl 1.51279 -25.27523 -0.98666
H 3.01205 -22.82630 -0.70716
H 1.35217 -22.24198 -0.90762
H 0.56059 -23.94984 0.72293
H 2.28647 -24.45277 1.02884
*
```

Gap between HOMO and LUMO ... 0.3113 hartree
Total energy ... -9501.45406 Eh